1.
150
Properties=species:S:1:pos:R:3:lowdin_charge:R:1 method="wB97M-V/def2-TZVPD" spin_multiplicity=1 homo_lumo_gap_ha=0.234 fmax_ev_per_a=1.85 charge=-1
C 0.986 4.287 -2.063 -0.061
C -0.164 3.641 -1.869 -0.251
P -0.722 3.167 -0.133 0.452
S -1.233 2.666 2.070 0.734
C 0.413 2.717 2.757 -0.466
C 0.581 2.033 4.079 -0.514
O -0.276 1.665 4.820 0.140
O 1.929 1.891 4.433 -0.030
C 2.487 0.796 3.709 -0.121
C 3.966 0.599 4.046 -0.254
C 4.449 1.491 5.177 -0.012
O 4.794 0.692 2.849 -0.017
C 4.814 1.899 2.239 -0.539
O 5.354 2.857 2.741 0.103
C 4.189 2.006 0.880 -0.422
S 4.827 0.744 -0.255 0.756
C -1.535 4.890 0.099 -0.734
Cl -1.014 5.777 1.512 0.633
C -2.424 5.550 -0.648 -0.780
C -2.985 6.909 -0.345 -0.173
Cl -3.092 4.876 -2.107 0.690
O 0.131 1.615 -0.224 -0.281
C -0.627 0.577 -0.827 -0.389
C -0.382 -0.820 -0.193 -0.008
B 0.283 -0.850 1.239 -0.674
O 1.617 -1.301 1.337 0.105
O -0.323 -0.540 2.398 0.154
B 0.049 0.403 -2.270 -0.647
O 1.428 0.360 -2.301 0.145
O -0.570 0.236 -3.501 -0.023
C -0.956 -1.094 -3.837 -0.083
C -2.118 1.021 -0.730 -0.757
S -3.231 0.670 -2.156 0.846
P -3.057 0.301 0.810 0.887
O -3.935 1.589 1.255 -0.292
O -4.275 -0.586 0.131 -0.356
O -2.142 2.422 -0.587 -0.410
H 1.142 4.975 -2.885 0.038
H 1.780 4.162 -1.334 0.037
H -0.795 3.398 -2.717 0.050
H 0.513 3.712 0.343 0.023
H 0.704 3.760 2.921 0.073
H 1.118 2.331 2.026 0.050
H 1.941 -0.120 3.936 0.120
H 2.364 0.938 2.640 0.101
H 4.075 -0.422 4.395 0.143
H 4.338 2.539 4.925 0.065
H 5.485 1.239 5.370 0.073
H 3.846 1.288 6.057 0.099
H 4.413 2.995 0.499 0.089
H 3.108 1.898 0.928 0.076
H 3.804 0.802 -1.124 -0.149
H -2.210 7.601 -0.036 0.049
H -3.498 7.292 -1.222 0.046
H -3.743 6.807 0.432 0.080
H -1.285 -1.435 -0.193 0.107
H 0.318 -1.359 -0.824 0.077
H 2.122 -1.028 0.560 0.098
H 0.181 -0.827 3.172 0.063
H 1.688 -0.406 -2.850 0.076
H -1.123 -1.718 -2.956 0.090
H -1.889 -1.049 -4.392 0.080
H -0.205 -1.560 -4.463 0.059
H -2.793 1.635 -2.974 -0.110
H -3.550 1.915 2.083 -0.010
H -3.973 -1.511 0.118 0.008
C 2.515 0.139 -5.227 -0.122
O 2.658 -0.975 -4.342 -0.128
H 1.466 0.209 -5.498 0.066
H 2.810 1.069 -4.739 0.089
H 3.116 -0.011 -6.129 0.084
H 3.581 -1.048 -4.083 0.093
C 2.922 3.512 -7.100 -0.166
O 1.554 3.127 -7.060 -0.128
H 3.486 2.663 -7.480 0.072
H 3.081 4.367 -7.763 0.073
H 3.282 3.759 -6.097 0.077
H 1.042 3.865 -6.717 0.076
C 0.615 -3.838 4.603 -0.125
O 0.468 -2.416 4.549 -0.123
H 1.459 -4.110 3.976 0.055
H 0.807 -4.165 5.629 0.077
H -0.284 -4.332 4.226 0.085
H -0.282 -2.171 5.100 0.091
C 1.603 -4.584 -1.328 -0.136
O 1.604 -3.230 -0.889 -0.126
H 1.110 -4.615 -2.299 0.078
H 2.626 -4.962 -1.437 0.078
H 1.055 -5.216 -0.632 0.062
H 2.037 -3.204 -0.025 0.050
C 8.097 0.579 3.399 -0.151
O 7.589 1.391 4.448 -0.134
H 8.730 -0.181 3.853 0.076
H 7.288 0.088 2.852 0.068
H 8.698 1.165 2.697 0.078
H 7.025 2.065 4.046 0.045
C 4.136 -3.327 2.322 -0.136
O 2.746 -3.619 2.312 -0.152
H 4.671 -4.264 2.178 0.077
H 4.401 -2.628 1.523 0.074
H 4.443 -2.891 3.278 0.075
H 2.274 -2.781 2.439 0.043
C -0.148 -7.735 -1.752 -0.163
O -0.549 -6.934 -0.649 -0.132
H 0.884 -8.031 -1.578 0.079
H -0.763 -8.635 -1.838 0.073
H -0.200 -7.176 -2.691 0.076
H -1.459 -6.662 -0.795 0.076
C -4.637 -4.164 -1.327 -0.139
O -3.880 -2.977 -1.141 -0.147
H -4.315 -4.875 -0.570 0.077
H -5.705 -3.978 -1.199 0.081
H -4.459 -4.591 -2.319 0.075
H -4.150 -2.327 -1.802 0.069
C -6.821 0.799 2.956 -0.142
O -7.203 0.449 1.627 -0.129
H -7.719 0.988 3.537 0.056
H -6.256 -0.020 3.410 0.067
H -6.206 1.701 2.946 0.077
H -6.388 0.304 1.125 0.044
C -0.128 -0.996 -7.743 -0.138
O -0.131 -2.023 -6.754 -0.134
H -1.139 -0.917 -8.134 0.086
H 0.165 -0.032 -7.324 0.072
H 0.552 -1.245 -8.566 0.074
H 0.763 -2.095 -6.403 0.071
C 4.030 5.609 4.529 -0.160
O 3.232 4.913 3.589 -0.121
H 3.464 6.479 4.853 0.076
H 4.252 4.989 5.403 0.072
H 4.972 5.947 4.084 0.076
H 3.730 4.140 3.299 0.029
C -1.046 -4.179 -9.562 -0.165
O 0.360 -4.073 -9.390 -0.127
H -1.231 -5.060 -10.173 0.073
H -1.554 -4.300 -8.602 0.078
H -1.453 -3.304 -10.076 0.074
H 0.519 -3.294 -8.848 0.029
C -8.827 1.133 6.150 -0.177
O -7.500 1.363 6.605 -0.121
H -8.823 0.210 5.576 0.071
H -9.525 1.026 6.985 0.072
H -9.160 1.951 5.504 0.076
H -7.492 2.180 7.109 0.072
C -6.269 -2.987 3.400 -0.165
O -6.066 -2.917 1.995 -0.129
H -5.996 -3.991 3.720 0.073
H -5.637 -2.265 3.924 0.071
H -7.319 -2.807 3.648 0.076
H -6.306 -2.029 1.703 0.049


2.
137
Properties=species:S:1:pos:R:3:lowdin_charge:R:1 method="wB97M-V/def2-TZVPD" spin_multiplicity=1 homo_lumo_gap_ha=0.062 de_lowest_kj_mol=0.0 fmax_ev_per_a=3.01 charge=+2
In 2.916 -0.080 -2.062 1.264
Na 1.052 -3.661 0.328 0.669
S 0.208 -0.633 0.313 0.321
O -0.283 0.477 1.109 -0.313
O 0.182 -0.300 -1.126 -0.415
O 1.639 -0.957 0.442 -0.387
O -0.536 -1.862 0.552 -0.311
C -0.912 -3.199 3.665 -0.057
C -1.268 -4.459 4.418 -0.404
C -2.279 -4.204 5.550 -0.207
O -2.279 -5.362 6.367 -0.189
C -3.147 -5.223 7.481 -0.098
N -1.835 -5.421 3.444 0.063
H -1.781 -2.746 3.189 0.073
H -0.139 -3.370 2.918 0.048
H -0.459 -2.479 4.354 0.078
H -0.439 -5.016 4.856 0.142
H -3.265 -4.061 5.098 0.127
H -1.976 -3.322 6.123 0.129
H -4.144 -4.898 7.170 0.089
H -2.680 -4.572 8.221 0.092
H -3.356 -6.191 7.936 0.090
H -2.786 -5.207 3.183 0.068
H -1.687 -6.343 3.829 0.078
C -3.801 -0.731 -4.137 -0.022
C -2.730 -0.097 -3.269 -0.389
C -3.354 0.817 -2.207 -0.170
O -4.091 1.798 -2.931 -0.181
C -4.642 2.763 -2.063 -0.090
N -1.888 -1.138 -2.691 0.142
H -4.452 -1.387 -3.556 0.097
H -3.340 -1.302 -4.945 0.079
H -4.425 0.014 -4.626 0.090
H -2.064 0.536 -3.869 0.121
H -2.557 1.304 -1.637 0.128
H -4.112 0.250 -1.657 0.132
H -5.095 3.481 -2.747 0.100
H -3.894 3.328 -1.489 0.073
H -5.346 2.382 -1.318 0.094
H -2.521 -1.653 -2.063 0.087
H -1.145 -0.750 -2.074 0.033
C 1.946 4.194 -3.289 -0.029
C 0.915 3.143 -3.683 -0.410
C 1.112 2.621 -5.081 -0.159
O 0.072 1.698 -5.436 -0.240
C -1.058 2.318 -6.007 -0.081
N 0.966 2.062 -2.688 0.079
H 2.957 3.812 -3.440 0.086
H 1.810 4.493 -2.250 0.073
H 1.779 5.093 -3.884 0.097
H -0.075 3.619 -3.617 0.154
H 2.058 2.071 -5.120 0.120
H 1.173 3.387 -5.856 0.143
H -1.478 3.113 -5.380 0.095
H -1.881 1.632 -6.199 0.095
H -0.780 2.811 -6.945 0.101
H 0.699 2.511 -1.803 0.053
H 0.183 1.459 -2.940 0.054
C 4.662 3.540 0.444 -0.050
C 4.626 2.024 0.643 -0.354
C 4.919 1.656 2.101 -0.190
O 5.204 0.281 2.215 -0.183
C 5.959 -0.052 3.361 -0.098
N 3.192 1.657 0.369 0.103
H 5.720 3.804 0.328 0.093
H 4.210 4.137 1.233 0.098
H 4.319 3.880 -0.536 0.077
H 5.239 1.527 -0.105 0.128
H 4.034 1.874 2.712 0.124
H 5.721 2.277 2.515 0.140
H 6.311 -1.076 3.240 0.091
H 5.379 0.001 4.286 0.087
H 6.859 0.558 3.479 0.097
H 2.881 1.087 1.163 0.064
H 2.570 2.453 0.522 0.076
C 0.057 -2.245 -5.709 -0.018
C 1.238 -1.733 -4.881 -0.379
C 2.374 -1.159 -5.761 -0.167
O 3.449 -0.766 -4.914 -0.326
C 4.511 -0.191 -5.683 -0.070
N 0.694 -0.727 -3.991 0.112
H -0.596 -1.448 -6.068 0.091
H -0.528 -2.942 -5.109 0.092
H 0.404 -2.768 -6.604 0.097
H 1.671 -2.525 -4.267 0.144
H 2.124 -0.272 -6.350 0.138
H 2.749 -1.966 -6.396 0.142
H 4.288 0.875 -5.786 0.091
H 4.673 -0.688 -6.638 0.104
H 5.453 -0.238 -5.137 0.096
H -0.162 -1.119 -3.547 0.056
H 0.190 -0.026 -4.554 0.072
C 3.129 -3.302 4.386 -0.042
C 3.233 -2.298 3.255 -0.277
O 2.431 -2.722 2.141 -0.134
H 3.622 -4.180 3.970 0.086
H 2.103 -3.429 4.726 0.070
H 3.653 -2.904 5.256 0.085
H 4.234 -2.186 2.840 0.100
H 2.865 -1.315 3.564 0.102
H 2.307 -1.983 1.521 -0.001
C -4.851 1.301 2.193 -0.072
C -3.505 1.274 1.517 -0.342
O -2.465 1.057 2.452 -0.083
H -5.222 0.296 2.407 0.066
H -5.614 1.815 1.608 0.075
H -4.782 1.815 3.152 0.086
H -3.326 2.287 1.117 0.106
H -3.481 0.562 0.681 0.089
H -1.673 0.913 1.891 0.015
C -5.318 -2.275 0.559 -0.068
C -3.862 -2.527 0.938 -0.286
O -3.098 -2.416 -0.271 -0.118
H -5.892 -2.537 1.450 0.085
H -5.699 -2.833 -0.294 0.080
H -5.403 -1.213 0.323 0.058
H -3.740 -3.560 1.282 0.108
H -3.547 -1.845 1.730 0.105
H -2.162 -2.300 -0.026 0.022
C -0.906 5.010 -0.256 -0.062
C -0.093 4.179 0.740 -0.224
O 0.342 2.986 0.019 -0.161
H -1.242 5.884 0.308 0.087
H -1.806 4.491 -0.585 0.059
H -0.310 5.245 -1.136 0.062
H -0.791 3.797 1.486 0.121
H 0.845 4.612 1.079 0.116
H -0.039 2.188 0.419 0.037
C 2.359 1.208 5.108 -0.079
C 1.024 1.012 4.426 -0.313
O 1.066 1.438 3.087 -0.096
H 2.332 0.754 6.102 0.085
H 2.577 2.262 5.284 0.083
H 3.164 0.697 4.579 0.037
H 0.255 1.560 4.981 0.121
H 0.771 -0.055 4.476 0.105
H 0.433 0.987 2.479 0.023